1 | Density functional theory data (wB97M-V/def2-TZVPD) for a molecular structure, C3H5N4O.

* E_HOMO: -15.25 eV
* orbital gap: 10.2749 eV
* net charge: +1

Element x y z (Å)
C (-0.71508, 0.00736, -2.05117)
C (0.21670, -0.41002, -0.37925)
C (0.12671, 0.22354, 0.90134)
N (-0.40596, -0.97499, -2.64357)
N (0.68666, -1.53012, -0.72560)
N (-0.53852, -0.35243, 1.84344)
N (0.69382, 1.44054, 1.00709)
O (0.41153, -1.84837, -2.00879)
H (-0.98427, 1.04478, -2.36280)
H (-1.01604, -1.18317, 1.46132)
H (-0.89699, 0.08937, 2.62636)
H (1.51430, 1.59218, 0.49141)
H (0.90714, 1.90133, 1.84022)

---

2 | Density functional theory data (wB97M-V/def2-TZVPD) for 2 unconnected molecules or ions with the total composition C3H5N4O.

* E_HOMO (alpha / beta): -14.78 / -15.68 eV
* orbital gap (alpha / beta): 8.6265 / 9.4441 eV
* net charge: +1

Element x y z (Å)
C (0.73117, -1.77122, 0.69961)
C (0.53630, -0.44828, 0.04625)
C (-0.67391, 0.25340, -0.03220)
N (1.87701, -2.14664, 0.29360)
N (1.57621, -0.21354, -0.71714)
N (-1.68727, 0.21994, 0.69988)
N (-0.42859, 2.38736, -0.92819)
O (2.38116, -1.23019, -0.50756)
H (0.20987, -2.16552, 1.59119)
H (-1.83390, -0.69103, 1.11217)
H (-2.45892, 0.87445, 0.54394)
H (0.62060, 2.43946, -0.93150)
H (-0.84973, 2.49181, -1.87003)

---

We find 1 to be the most stable, with the next structure 0.0972 hartree higher.